No. 1
Here is a single C20H22ClN3O4S molecule at a distorted geometry from the OMol25 dataset. Energies are from the ωB97M-V functional and the def2-TZVPD basis.

The geometry in ORCA input format:
```
! RIJCOSX wB97M-V def2-TZVPD def2/J DEFGRID3
* xyz 0 1
H 3.72 3.13 -1.07
N 1.73 -1.99 0.09
C 0.49 -2.40 -0.22
C 4.33 2.23 -1.27
C -2.91 -0.78 -0.08
N 3.39 0.23 -0.12
C -7.48 0.06 -0.31
H 3.68 -1.86 -1.76
C 2.90 -2.83 -0.01
H 4.89 2.39 -2.19
C 4.43 -0.80 -0.03
C -6.32 0.76 -0.61
H -8.55 -1.09 1.14
O -1.84 3.16 -0.29
S -3.86 1.83 -0.02
H 3.26 0.63 1.93
H 4.58 -1.02 1.03
C -0.55 -1.32 -0.18
Cl -8.73 -0.06 -1.49
H 0.74 0.40 -0.31
H -4.69 0.34 2.32
H 2.62 -3.75 -0.53
O 0.25 2.64 -0.21
H 3.24 -3.10 1.00
H 5.43 1.56 1.68
H 2.40 1.30 -1.62
C 3.42 0.98 -1.38
H -6.20 1.23 -1.57
H -3.94 -1.11 -0.04
C -2.64 0.59 -0.09
C -5.32 0.84 0.34
C 4.01 -2.09 -0.74
H 3.77 0.32 -2.17
C -6.64 -0.45 1.87
C -7.64 -0.55 0.93
H 2.52 1.83 0.85
H -6.76 -0.91 2.84
C -1.90 -1.71 -0.12
C 4.68 2.01 1.03
H 5.38 -0.44 -0.44
O 0.20 -3.55 -0.49
C -0.26 0.03 -0.22
H 4.46 3.03 1.38
N -0.93 2.34 -0.23
C -5.48 0.25 1.59
C 3.39 1.17 0.99
C -1.29 0.97 -0.18
H 4.89 -2.74 -0.81
H 1.96 -1.01 0.20
H -2.12 -2.76 -0.12
O 5.29 2.07 -0.25
*
```

Values from the calculation:
Relative energy (zero: lowest compared OMol25 entry of this formula, charge and spin) in kcal/mol: 82.20
Electronic energy in eV: -57112.4212
E_LUMO in eV: -0.8
SMILES: O=C(NCCCN1CCOCC1)c1ccc(Sc2cccc(Cl)c2)c([N+](=O)[O-])c1

***

No. 2
Here is a single C5H8O molecule at a distorted geometry from the OMol25 dataset. Energies are from the ωB97M-V functional and the def2-TZVPD basis.

The geometry in ORCA input format:
```
! RIJCOSX wB97M-V def2-TZVPD def2/J DEFGRID3
* xyz 0 1
H 0.72 0.93 -1.40
H -0.24 2.02 0.71
C -0.18 -0.91 0.15
C -1.03 0.22 -0.26
H 1.41 -1.19 1.53
H -0.69 -1.87 0.24
H 1.81 -1.72 -0.10
H -2.06 -0.06 -0.45
H 1.75 0.04 0.32
C 1.28 -0.94 0.47
O -0.95 0.92 -2.55
C -0.72 1.06 0.91
C -0.38 0.75 -1.51
H -0.71 0.74 1.94
*
```

Values from the calculation:
Relative energy (zero: lowest compared OMol25 entry of this formula, charge and spin) in kcal/mol: 98.75
Electronic energy in eV: -7357.9730
E_LUMO (spin up / spin down) in eV: 0.2 / 0.1

***

No. 3
Here is a molecular structure, C6H16AlClIN2O2P at a distorted geometry from the OMol25 dataset. Energies are from the ωB97M-V functional and the def2-TZVPD basis.

The geometry in ORCA input format:
```
! RIJCOSX wB97M-V def2-TZVPD def2/J DEFGRID3
* xyz 2 1
I -0.68 2.87 0.04
H 1.36 -0.22 -3.22
C -0.40 4.98 0.72
H 1.45 1.54 -2.85
H 3.84 -1.09 -1.27
C -1.98 -1.77 0.89
H -2.33 -2.66 2.64
P 1.85 0.14 -0.89
H -1.41 5.41 0.74
C -1.13 0.78 -1.93
O -1.48 -0.80 0.19
N -2.81 -2.64 0.27
H 3.95 1.21 -0.74
H -3.37 -3.27 0.84
N -1.76 -1.94 2.19
Cl 0.57 0.26 2.35
Al -0.12 0.43 0.30
C 2.86 -1.37 -0.86
C 3.01 1.35 -0.19
O -1.69 1.08 -2.88
C 1.89 0.55 -2.65
H 3.17 1.15 0.88
H 0.05 5.01 1.71
H 0.21 5.51 -0.01
H 2.65 2.38 -0.31
H -2.95 -2.55 -0.72
H -1.05 -1.41 2.70
H 2.97 -1.73 0.17
H 2.96 0.55 -2.93
H 2.39 -2.14 -1.48
*
```

Values from the calculation:
Relative energy (zero: lowest compared OMol25 entry of this formula, charge and spin) in kcal/mol: 0.00
Electronic energy in eV: -50054.8297
E_LUMO in eV: -8.1

***

The records above yield M values of 435.9; 84.1; 368.5 g mol⁻¹, respectively.